1.
{"formula": "C5H9NO", "method": "ωB97M-V/def2-TZVPD", "species": ["C", "C", "C", "C", "O", "C", "N", "H", "H", "H", "H", "H", "H", "H", "H", "H"], "xyz": [[-1.2683, -0.7714, 0.8003], [-0.5745, 0.2821, -0.0469], [-0.3912, 0.0461, -1.4086], [1.5372, 0.1273, 0.7862], [2.1775, -0.7064, 0.1075], [-0.6752, 1.6514, 0.3826], [-0.7385, 2.7480, 0.7567], [-0.7734, -1.7402, 0.6659], [-1.2394, -0.5159, 1.8638], [-2.3204, -0.8784, 0.5116], [-0.8484, -0.8380, -1.8495], [0.9527, -0.5710, -1.6850], [-0.2512, 0.8857, -2.0859], [1.7236, 1.2055, 0.6756], [1.0509, -0.1974, 1.7143], [1.6386, -0.7273, -1.1885]], "atomic_forces_ev_per_a": [[0.0, 0.0, 0.1], [0.0, 0.0, -0.1], [0.0, 0.0, 0.1], [0.0, 0.0, 0.0], [-0.2, 0.2, -0.1], [0.0, 0.8, 0.3], [0.1, -1.0, -0.3], [-0.1, 0.1, 0.0], [0.0, 0.0, -0.2], [0.2, 0.0, 0.0], [0.1, 0.1, 0.1], [-0.1, 0.0, -0.1], [0.0, -0.1, 0.1], [0.0, -0.2, 0.0], [0.0, 0.0, -0.2], [0.1, 0.0, 0.3]], "fmax_ev_per_a": 1.06, "total_charge": 0, "homo_lumo_gap_ev": 9.5, "de_lowest_ev": 4.9830, "lumo_ev": 0.2, "e_tot_ev": -8864.2296}

2.
{"formula": "C25H60Cl10O15S5", "method": "ωB97M-V/def2-TZVPD", "species": ["Cl", "C", "C", "Cl", "H", "H", "H", "H", "Cl", "C", "C", "Cl", "H", "H", "H", "H", "Cl", "C", "C", "Cl", "H", "H", "H", "H", "Cl", "C", "C", "Cl", "H", "H", "H", "H", "Cl", "C", "C", "Cl", "H", "H", "H", "H", "O", "S", "O", "O", "C", "C", "C", "H", "H", "H", "H", "H", "H", "H", "H", "O", "S", "O", "O", "C", "C", "C", "H", "H", "H", "H", "H", "H", "H", "H", "O", "S", "O", "O", "C", "C", "C", "H", "H", "H", "H", "H", "H", "H", "H", "O", "S", "O", "O", "C", "C", "C", "H", "H", "H", "H", "H", "H", "H", "H", "O", "S", "O", "O", "C", "C", "C", "H", "H", "H", "H", "H", "H", "H", "H"], "xyz": [[-13.2524, -7.6568, 24.0111], [-13.7694, -5.9670, 23.9425], [-15.1300, -5.8018, 23.2815], [-15.6166, -4.0857, 23.2164], [-12.9723, -5.4807, 23.3801], [-13.7215, -5.5526, 24.9495], [-15.9758, -6.1838, 23.8532], [-15.0719, -6.1431, 22.2480], [-5.3040, -10.0971, 26.2902], [-6.6838, -9.4510, 27.2932], [-7.5418, -10.5774, 27.9257], [-8.3987, -11.5564, 26.7246], [-7.2663, -8.6696, 26.8052], [-6.3795, -8.8939, 28.1793], [-8.3177, -10.1746, 28.5766], [-6.9759, -11.3013, 28.5122], [-8.6968, -9.4019, 33.6055], [-9.2624, -10.5104, 34.8727], [-9.7069, -9.6946, 36.0888], [-10.8490, -8.3506, 35.7484], [-8.4145, -11.1477, 35.1235], [-10.0260, -11.1690, 34.4589], [-8.8819, -9.2338, 36.6320], [-10.1801, -10.3179, 36.8476], [-9.3843, -5.5245, 34.3052], [-9.8173, -3.9898, 33.5362], [-8.5335, -3.3030, 33.0544], [-7.5412, -4.5079, 31.9926], [-10.3179, -3.3730, 34.2826], [-10.4671, -4.1685, 32.6795], [-7.9321, -3.1143, 33.9437], [-8.7207, -2.3626, 32.5361], [-11.8515, -3.2108, 29.2285], [-13.2957, -3.8799, 30.1063], [-14.6026, -3.2724, 29.6430], [-14.7820, -3.5580, 27.8961], [-13.1937, -3.7462, 31.1832], [-13.1932, -4.9522, 29.9400], [-14.8850, -2.2491, 29.8905], [-15.3828, -3.9168, 30.0483], [-14.7568, -11.9868, 26.8273], [-13.4959, -12.4431, 27.3525], [-13.3648, -12.8845, 28.7992], [-12.7894, -13.5547, 26.3158], [-11.6497, -14.2251, 26.7642], [-11.6969, -15.6071, 26.1127], [-12.2438, -11.1129, 27.0436], [-11.5848, -14.2756, 27.8510], [-10.8016, -13.5914, 26.5049], [-12.4121, -16.1769, 26.7060], [-10.7277, -16.0788, 26.2751], [-11.9785, -15.5107, 25.0642], [-12.6860, -10.1345, 27.2311], [-11.9355, -11.1749, 25.9999], [-11.4144, -11.2974, 27.7263], [-4.3454, -6.1096, 33.9060], [-4.3172, -7.4179, 33.2323], [-3.0880, -7.9255, 32.5758], [-4.7779, -8.5549, 34.3582], [-4.6983, -9.9264, 33.9930], [-5.1310, -10.6301, 35.3166], [-5.7800, -7.5499, 32.1151], [-3.7033, -10.3177, 33.7813], [-5.4486, -10.1628, 33.2384], [-5.2446, -11.7137, 35.2851], [-6.1468, -10.2565, 35.4456], [-4.4976, -10.2725, 36.1285], [-5.7777, -6.7572, 31.3670], [-6.7088, -7.4733, 32.6804], [-5.8545, -8.4654, 31.5284], [-6.0290, -6.2482, 26.4549], [-6.1986, -5.6963, 27.7886], [-5.6788, -6.3827, 28.9909], [-5.6603, -4.1445, 27.8726], [-5.8219, -3.3913, 26.6749], [-5.2018, -2.0404, 26.9337], [-8.0137, -5.4305, 28.1540], [-6.8394, -3.3020, 26.2944], [-5.2872, -3.9077, 25.8777], [-5.6511, -1.5802, 27.8136], [-5.3116, -1.3828, 26.0714], [-4.1604, -2.1212, 27.2452], [-8.4989, -6.3320, 27.7798], [-8.3628, -4.5203, 27.6664], [-8.0749, -5.3550, 29.2397], [-15.6645, -7.0665, 29.7081], [-15.2875, -8.4881, 29.7201], [-14.6672, -9.0222, 28.5216], [-14.3636, -8.7955, 31.0619], [-13.7275, -10.1167, 31.1170], [-13.4124, -10.7474, 32.4673], [-16.6878, -9.5210, 30.2192], [-12.7664, -10.0092, 30.6141], [-14.3722, -10.8363, 30.6125], [-12.9665, -11.7104, 32.2189], [-14.2818, -11.0354, 33.0582], [-12.7466, -10.1063, 33.0451], [-16.3937, -10.5649, 30.1096], [-17.4667, -9.2052, 29.5252], [-16.9523, -9.1729, 31.2177], [-10.1202, -9.6725, 29.9760], [-9.5936, -8.3252, 29.9552], [-8.1823, -8.0813, 29.7866], [-10.4040, -7.5342, 28.7647], [-11.7963, -7.6362, 28.7206], [-12.3697, -6.7756, 27.6017], [-10.2598, -7.3359, 31.3728], [-12.2570, -7.3388, 29.6627], [-12.0115, -8.7001, 28.6208], [-13.4563, -6.8279, 27.6694], [-12.0549, -7.1516, 26.6282], [-12.0182, -5.7443, 27.6322], [-9.6943, -7.5404, 32.2819], [-11.2963, -7.6066, 31.5740], [-10.3071, -6.3172, 30.9879]], "atomic_forces_ev_per_a": [[-0.2, -0.5, 0.0], [0.3, 0.7, 0.1], [0.0, 0.2, 0.1], [0.4, 0.6, -0.1], [-0.3, 0.2, -0.2], [-0.3, -0.1, 0.0], [0.5, -0.8, -0.2], [-0.3, -0.2, 0.2], [-1.0, 0.7, 0.8], [-0.5, -0.7, 1.3], [0.3, 0.4, -0.4], [-0.4, -0.3, -0.5], [0.0, -0.6, -0.8], [1.1, -0.2, -0.1], [0.3, 0.1, -0.2], [0.3, 0.3, -0.1], [0.3, -0.2, -0.3], [-0.1, 0.3, 0.4], [0.0, -0.1, 0.6], [0.1, -0.5, -0.1], [0.0, 0.1, 0.2], [-0.2, 0.4, 0.0], [0.2, 0.0, -0.5], [-0.2, -0.2, -0.3], [-0.4, -0.2, 0.3], [0.7, 0.4, -0.8], [0.3, -1.1, 0.3], [-0.9, 1.5, 0.6], [0.0, 0.0, -0.1], [-0.1, -0.2, 0.2], [0.3, 0.0, -0.3], [0.1, -0.3, -0.3], [-0.3, 0.1, 0.6], [0.6, 0.4, 0.2], [-0.5, -1.5, -0.3], [-0.1, 0.3, -0.4], [0.3, 0.4, 0.0], [-0.6, 0.1, -0.3], [0.8, 0.0, -0.1], [0.0, 0.1, 0.3], [0.8, -1.2, 0.2], [2.2, 0.6, 2.0], [-0.6, 0.8, -4.1], [-3.2, 1.7, 1.2], [1.3, -0.4, 0.2], [0.4, 0.6, 1.1], [-0.7, -0.6, 0.4], [-0.4, -0.3, 0.1], [0.4, -0.3, -0.5], [-0.2, -0.2, -0.5], [0.0, -0.1, -0.4], [0.1, -0.3, 0.1], [-0.2, -0.2, 0.1], [-0.1, -0.1, 0.1], [0.0, 0.0, -0.1], [0.0, -2.8, -1.2], [0.6, -0.3, -0.3], [-2.7, 1.2, 1.3], [0.9, 1.7, -1.0], [-0.4, -1.7, 1.7], [-0.8, 0.8, -0.8], [0.1, 0.3, -0.1], [0.1, 0.7, -0.6], [0.3, 0.0, -0.3], [0.6, 0.0, -0.2], [-0.1, 0.1, 0.6], [-0.1, -0.3, 0.0], [0.4, 0.2, 0.2], [0.3, 0.2, 0.4], [0.6, -0.2, 0.3], [0.1, 0.8, 1.4], [-1.0, -0.4, 2.2], [-0.5, 1.4, -2.6], [-0.6, -1.9, 0.1], [1.0, 0.4, -1.1], [0.0, 0.2, 0.7], [1.6, -0.3, -0.5], [-0.4, -0.1, 0.6], [0.1, 0.0, 0.0], [-0.4, 0.1, -0.2], [0.1, 0.0, 0.1], [0.2, -0.2, -0.5], [-0.1, 0.2, 0.1], [0.0, -0.2, -0.1], [0.0, 0.0, -0.2], [0.9, -2.5, 0.7], [0.0, 0.4, 0.3], [-0.3, 0.3, 1.3], [-0.4, 0.6, -0.6], [0.2, -0.6, -0.5], [-0.6, 0.7, 0.1], [0.4, 1.4, -0.8], [-0.2, -0.1, -0.4], [0.2, 0.1, -0.4], [0.5, 0.2, 0.0], [-0.2, 0.5, 0.0], [0.1, -0.3, 0.2], [-0.2, 0.2, 0.1], [-0.1, -0.4, 0.0], [0.1, -0.4, 0.0], [0.6, 0.7, 0.2], [-1.9, 0.9, 0.5], [-1.3, 0.0, 0.0], [2.9, 0.1, 0.6], [-1.5, -0.5, -0.1], [0.5, -0.5, -0.2], [0.0, -0.8, -0.8], [0.1, 0.2, 0.3], [-0.4, 0.1, -0.3], [0.0, 0.1, -0.1], [-0.1, -0.2, 0.0], [-0.1, 0.1, 0.4], [0.2, 0.5, -0.4], [0.1, -0.5, -0.2], [0.6, 0.1, 0.4]], "fmax_ev_per_a": 4.24, "total_charge": 0, "smiles": "CCOS(C)(=O)=O.CCOS(C)(=O)=O.CCOS(C)(=O)=O.CCOS(C)(=O)=O.CCOS(C)(=O)=O.ClCCCl.ClCCCl.ClCCCl.ClCCCl.ClCCCl", "homo_lumo_gap_ev": 10.4, "lumo_ev": 0.1, "e_tot_ev": -237007.8406}

3.
{"formula": "C4H5NS", "method": "ωB97M-V/def2-TZVPD", "species": ["C", "C", "C", "C", "N", "S", "H", "H", "H", "H", "H"], "xyz": [[1.0430, -0.4606, -0.9198], [-0.6080, -0.9687, 0.9155], [0.3145, 1.5723, 0.3129], [0.4543, 0.1718, 0.3021], [-1.1678, -1.3276, -0.4957], [-0.3058, -1.0268, -1.8999], [1.6979, 0.2565, -1.5060], [-0.2847, -1.8929, 1.5047], [-1.4274, -0.3922, 1.4109], [0.8115, 2.1614, -0.4558], [-0.5276, 1.9068, 0.8310]], "atomic_forces_ev_per_a": [[0.7, 2.7, -2.0], [0.7, 2.6, -3.5], [0.8, -4.6, -0.7], [-1.1, 0.3, 0.0], [-1.5, -1.1, 0.1], [0.9, -0.3, 4.9], [-0.3, -1.2, 0.7], [0.0, 1.4, -1.1], [0.6, -0.8, -0.2], [0.0, 0.0, 0.4], [-0.8, 1.1, 1.2]], "fmax_ev_per_a": 5.02, "total_charge": 0, "homo_lumo_gap_ev": [7.9, 7.9], "de_lowest_ev": 5.1142, "lumo_ev": [-0.6, -0.3], "e_tot_ev": -16548.9507}